This record from the OMol25 dataset describes C22H18HfN2O7S as an isolated structure. The level of theory is the ωB97M-V functional and the def2-TZVPD basis.

XYZ file:
```
51
Properties=species:S:1:pos:R:3:lowdin_spin:R:1
Hf 0.41057 0.16255 0.03602 0.09
O 0.02280 1.73904 -1.64442 0.01
C 0.70235 0.79800 -2.08250 0.00
O 1.77870 0.48146 -1.45379 0.01
C 0.09196 -0.27512 -2.98747 0.00
C 0.81302 -1.58419 -2.60418 0.00
C 0.33993 -2.77458 -3.43137 0.00
C -1.04652 -3.07072 -2.81803 0.00
C -1.17092 -1.94942 -1.79530 0.00
O 0.20202 -1.80053 -1.28438 0.00
C -1.37923 -0.58455 -2.49166 0.00
C -1.96112 0.38795 -1.43259 0.00
O -2.82008 1.17987 -1.68453 0.00
O -1.48722 0.13252 -0.20589 0.01
H 0.14721 -0.01481 -4.04166 0.00
H 1.88665 -1.48671 -2.51679 0.00
H 1.01933 -3.61472 -3.30559 0.00
H 0.29951 -2.52867 -4.49072 0.00
H -1.06566 -4.04138 -2.32623 0.00
H -1.85725 -3.03902 -3.54194 0.00
H -1.85804 -2.13911 -0.97885 0.00
H -2.08559 -0.62676 -3.31497 0.00
O -2.02601 7.00805 -0.01898 0.00
C -0.97755 6.85695 0.80527 0.00
O -0.52360 7.78155 1.41207 0.00
C -0.39895 5.47367 0.90796 0.02
C 0.97326 5.35602 1.09481 0.00
C 1.56584 4.11192 1.18364 0.01
C 0.78119 2.95914 1.12042 0.00
C -0.60692 3.08394 0.99260 0.01
C -1.18793 4.32974 0.86585 0.00
N 1.31166 1.65565 1.13703 0.11
C 2.52286 1.33907 1.58419 0.23
C 2.93886 -0.01645 1.50650 0.05
C 4.16003 -0.45827 2.04309 0.05
C 4.48475 -1.78903 1.99342 0.04
C 3.58348 -2.69122 1.40943 0.06
C 2.40988 -2.20983 0.88853 0.03
N 2.07224 -0.90568 0.91502 0.08
H -2.23974 6.20021 -0.49627 0.00
H 1.56639 6.25767 1.16727 0.00
H 2.64199 4.03418 1.26462 0.00
H -1.23506 2.20295 1.01735 0.00
H -2.26440 4.40108 0.76557 0.00
H 3.16620 2.07412 2.05159 0.01
H 4.82364 0.26935 2.49058 0.00
H 5.42205 -2.14323 2.39994 0.00
H 3.80919 -3.74592 1.35789 0.00
H 1.69596 -2.87592 0.42198 0.00
S -0.08097 0.00790 3.72333 0.07
C -0.20516 -0.30503 2.24295 0.08
```

Properties
* HOMO-LUMO gap (alpha / beta): 5.40 / 6.92 eV
* E: -52556.53699 eV
* 2S+1: 2
* total charge: +1